Computed, not measured: C26H58P4ScSe as an isolated structure at a distorted geometry, with ωB97M-V with the def2-TZVPD basis set.

```
90
Properties=species:S:1:pos:R:3:forces:R:3
Se -2.289 -1.448 0.011 -0.694 -2.936 -0.246
Sc -0.065 -0.127 0.563 0.903 1.472 0.515
P 2.494 0.578 0.611 1.685 0.451 0.236
P -0.662 2.031 -1.110 -0.782 1.211 -0.905
P 0.697 -1.040 -1.885 -0.110 -0.810 -1.112
P -1.241 0.921 2.913 -1.079 -0.396 1.244
C 0.291 2.460 -2.635 0.378 -0.249 0.054
C 3.255 1.818 -0.514 -0.247 0.133 -0.272
C -0.803 3.711 -0.381 0.092 -0.052 0.266
C -1.402 -1.806 3.715 0.115 -0.217 0.196
C -3.741 1.408 4.243 -0.244 0.176 0.137
C -0.879 2.454 3.891 0.203 0.441 -0.160
C 3.634 -0.848 0.459 -0.156 -0.224 0.038
C -2.523 -6.101 0.492 -0.574 -0.072 -0.395
C -0.947 -0.170 5.592 0.122 -0.108 0.100
C -0.645 -7.742 2.912 0.278 0.682 0.731
C -3.111 0.840 2.968 0.206 0.043 -0.338
C -1.395 -5.447 0.978 1.301 1.783 0.353
C 3.049 1.262 2.223 -0.356 -0.050 0.296
C 0.480 -7.061 3.173 0.296 0.234 0.031
C -1.335 3.732 3.180 0.000 0.261 -0.012
C -0.766 -0.453 4.089 0.529 0.013 -0.162
C -2.231 -3.333 0.199 -0.027 2.794 -0.171
C -2.345 1.842 -1.853 0.015 -0.188 0.149
C -0.657 -1.249 -3.118 -0.002 0.068 0.074
C -3.347 -4.001 -0.349 -1.609 -1.693 -0.332
C -3.517 -5.378 -0.197 -0.030 0.959 -0.333
C 0.593 2.583 4.298 0.191 0.105 0.127
C -1.235 -4.074 0.861 0.669 -1.216 0.552
C -3.709 1.509 1.722 -0.404 0.085 0.071
C 1.109 -2.784 -1.553 0.156 -0.040 0.018
C 2.074 -0.589 -3.034 0.090 0.388 0.310
H 1.894 -2.854 -0.793 -0.137 -0.059 -0.162
H -2.407 3.751 2.957 0.235 -0.001 0.090
H -4.098 -3.429 -0.876 -0.086 0.012 -0.003
H -3.343 2.538 1.572 -0.120 -0.372 0.080
H -3.345 0.969 5.168 -0.107 0.237 -0.393
H 1.954 0.422 -3.443 0.033 -0.341 0.144
H 0.225 -3.327 -1.202 0.207 0.043 -0.118
H 1.433 -7.199 2.631 -0.433 -0.614 0.759
H -0.786 3.888 2.243 -0.080 -0.053 0.317
H 0.669 3.205 5.203 -0.029 -0.183 -0.283
H -4.400 -5.874 -0.610 0.346 0.191 0.159
H -1.479 2.352 4.808 0.126 -0.207 -0.372
H -2.538 2.660 -2.569 0.046 -0.333 0.325
H 0.434 -1.527 1.546 0.280 -0.362 -0.019
H 4.149 1.300 2.267 -0.375 -0.049 -0.133
H -2.603 -7.174 0.657 -0.157 0.155 -0.091
H -0.372 -3.577 1.293 -0.080 0.021 -0.062
H 2.661 2.742 -0.520 0.156 -0.197 0.058
H 3.708 -1.202 -0.572 0.014 0.051 0.115
H 0.160 1.698 -3.417 0.012 0.257 0.240
H -1.790 -1.849 2.687 0.137 0.060 0.176
H -4.802 1.569 1.835 0.285 -0.010 -0.143
H -2.419 0.877 -2.378 -0.062 0.352 0.092
H 1.077 1.626 4.517 -0.089 0.170 0.021
H -3.324 -0.239 2.948 -0.022 0.154 -0.156
H 1.172 3.092 3.520 -0.162 -0.098 0.118
H 3.049 -0.654 -2.536 -0.265 -0.008 -0.161
H -0.637 -2.594 3.807 -0.371 0.180 -0.027
H 4.269 2.074 -0.180 -0.251 -0.190 0.010
H 4.633 -0.566 0.807 -0.166 0.017 -0.118
H -0.621 -5.988 1.517 -0.257 -0.083 -0.233
H -0.416 -0.960 6.142 -0.201 0.189 -0.093
H -1.636 3.741 0.332 0.244 0.004 -0.185
H 0.321 -0.517 3.895 -0.307 -0.168 0.166
H -3.099 1.860 -1.052 0.174 0.088 -0.372
H 2.652 2.278 2.366 0.173 -0.386 -0.073
H -2.241 -2.061 4.383 0.297 0.204 -0.227
H 1.362 2.544 -2.402 -0.346 0.022 -0.161
H -3.507 0.946 0.802 -0.006 0.045 0.144
H -0.507 0.782 5.899 -0.114 -0.214 0.000
H -1.532 -1.700 -2.619 0.229 0.116 -0.368
H -1.999 -0.198 5.901 0.363 -0.036 -0.096
H 1.463 -3.213 -2.497 -0.074 -0.157 0.230
H 3.317 1.449 -1.545 -0.027 0.059 0.259
H -4.823 1.191 4.229 0.382 0.145 -0.044
H -0.971 4.475 -1.155 0.033 -0.338 0.168
H -0.293 -1.921 -3.913 -0.269 0.251 0.233
H 2.051 -1.312 -3.862 -0.036 0.146 0.245
H 2.683 0.620 3.039 0.175 0.250 -0.188
H -1.580 -7.293 3.259 0.137 -0.649 0.517
H -1.125 4.598 3.824 -0.054 -0.232 -0.146
H -0.719 -8.710 2.429 0.222 0.315 -0.535
H 3.268 -1.673 1.079 0.073 0.111 -0.044
H 0.130 3.946 0.151 -0.257 0.076 -0.104
H 0.509 -6.259 3.953 -0.316 -0.403 -1.063
H -3.616 2.501 4.276 -0.170 -0.373 0.128
H -0.058 3.429 -3.028 0.030 -0.402 0.201
H -0.955 -0.283 -3.557 0.101 -0.453 0.119
```
Positions in Å, forces in eV/Å.

## Properties
- HOMO-LUMO gap (alpha / beta): 0.1139 / 0.1134 hartree
- Total charge: +3
- Molecular weight: 618.56 g/mol
- Relative energy (zero: lowest compared OMol25 entry of this formula, charge and spin): 0.0 kcal per mole
- HOMO energy (alpha / beta): -16.303 / -16.298 eV

***

Computed, not measured: a 3-piece molecular cluster, C26H59BClN2O18P4 overall at a distorted geometry, with ωB97M-V with the def2-TZVPD basis set.

```
111
Properties=species:S:1:pos:R:3:forces:R:3
Cl 3.201 1.554 -2.088 -0.063 -0.481 0.603
P 2.064 1.814 -0.385 -0.574 1.569 -0.080
P -1.105 2.695 0.072 -1.045 0.254 -0.077
P -3.321 -0.032 0.358 -2.057 -0.551 1.118
P 1.382 -1.162 -0.111 -0.428 -1.410 0.197
O 0.341 -2.131 0.356 -0.540 0.253 -0.067
O 1.856 -2.013 -8.724 0.115 -0.027 -0.060
O -2.584 1.252 -2.327 0.241 0.989 0.338
O 0.979 -0.302 -9.918 0.049 -0.055 -0.003
O 0.589 0.456 -2.054 -0.709 0.341 0.585
O 3.007 1.272 0.811 0.334 -0.529 -0.135
O -3.681 -0.855 4.587 -0.028 -0.399 0.368
O -3.692 1.245 1.191 -0.086 0.319 -0.938
O -0.943 -0.925 4.117 0.040 -0.242 -0.720
O -1.783 0.277 -4.929 -0.746 0.360 0.833
O -3.304 -1.184 1.201 1.024 -1.684 1.034
O 0.822 -1.932 9.195 0.039 -0.010 -0.066
O -4.438 -0.239 -0.765 0.497 1.235 -0.369
O 1.515 -2.297 -10.836 0.012 0.041 0.036
O 2.525 -1.205 7.897 -0.074 -0.054 0.026
O 0.469 1.015 -4.686 -0.311 0.912 0.961
O 0.650 0.803 2.208 0.386 -0.358 -0.503
O 2.699 -1.447 10.141 -0.068 -0.112 -0.015
N 0.739 -1.930 -3.656 0.202 -0.238 0.156
N -1.737 -0.016 -0.458 -0.051 0.452 -1.137
C -0.435 -1.652 -2.876 -0.121 0.082 0.063
C 1.690 3.017 -5.178 -0.740 0.273 0.692
C -0.012 4.879 -1.363 -0.099 -0.266 -0.563
C 4.054 -0.973 10.097 0.439 0.221 0.011
C 0.297 2.401 -5.098 0.941 -0.743 -0.745
C 0.378 -1.140 -6.986 -0.238 -0.019 -0.114
C 1.018 -3.371 -3.816 -0.336 0.899 -0.386
C 0.383 -1.210 3.687 0.020 -0.461 0.053
C 1.409 -1.425 -9.835 -0.049 -0.040 0.027
C -3.737 -0.445 5.947 0.683 0.772 0.019
C 2.066 -1.500 8.974 0.095 0.091 0.097
C -0.560 3.456 -1.530 0.452 0.320 0.302
C 1.785 -1.214 -7.535 -0.093 0.187 0.369
C 0.004 -1.956 8.030 -0.318 -0.067 -0.219
C -3.122 -2.122 4.366 0.232 -0.226 -0.516
C -0.630 0.846 0.118 1.714 0.795 0.466
C -0.171 3.579 1.400 -0.222 -0.012 -0.538
C 0.992 -1.831 -12.083 -0.040 -0.011 -0.243
C -2.950 0.873 6.083 -0.359 -0.916 -0.092
C 0.682 0.473 -0.627 1.370 -0.802 -0.324
C -0.557 0.440 1.627 -1.520 0.742 -0.245
C 4.117 0.533 9.948 -0.255 0.093 -0.110
C -1.678 -2.123 3.811 -0.519 0.377 0.806
C -1.897 0.112 -1.975 -0.273 -0.830 -0.381
C 1.198 -0.035 3.225 0.155 0.205 1.050
C -0.558 -0.132 -2.651 -0.472 -0.402 -1.124
B -0.648 0.430 -4.171 0.907 0.017 -0.267
H 2.439 -1.701 -6.812 0.059 -0.150 -0.159
H -3.737 -2.601 3.607 -0.064 -0.150 -0.124
H -1.297 -1.906 -3.500 -0.177 -0.122 0.028
H 2.401 2.216 -5.315 0.281 -0.035 -0.211
H -3.269 -1.162 6.618 -0.102 -0.416 -0.133
H 2.008 -1.655 -1.275 0.225 0.510 0.083
H -3.157 -2.774 5.238 -0.132 0.232 0.347
H 0.182 -3.925 -3.407 0.018 -0.314 0.232
H -0.321 2.894 -4.352 -0.240 0.284 -0.186
H 0.847 3.822 1.125 0.281 -0.204 0.223
H -0.266 3.086 2.358 0.171 -0.197 0.067
H -0.932 -2.441 8.295 0.071 -0.004 0.234
H 2.192 -0.221 -7.728 -0.070 -0.002 -0.138
H 0.472 -2.524 7.228 0.108 0.085 -0.002
H 0.374 -0.599 -6.038 0.165 -0.334 -0.444
H -3.445 1.028 -2.703 0.217 -0.144 0.118
H -4.248 1.897 0.733 0.524 0.306 0.220
H -1.978 0.629 6.499 0.141 0.381 0.257
H -1.453 3.536 -2.136 -0.202 -0.276 -0.139
H -1.403 -1.000 -0.352 0.006 0.044 0.520
H -0.291 -0.629 -7.678 0.074 0.054 -0.028
H 1.254 -2.572 -12.832 0.064 -0.101 0.134
H 0.085 5.281 -2.369 0.040 0.207 -0.081
H 3.535 1.018 10.733 0.097 -0.027 0.084
H -0.701 4.524 1.487 -0.169 0.125 0.006
H -2.772 1.232 5.077 -0.147 0.403 -0.086
H 5.148 0.878 10.007 0.009 -0.035 0.041
H 1.883 3.518 -4.233 0.390 -0.001 0.098
H 1.439 0.583 4.089 -0.263 0.418 -0.016
H 3.702 0.851 8.992 0.066 -0.058 -0.047
H -2.513 -0.741 -2.246 -0.018 -0.234 0.101
H -2.149 1.137 -5.186 0.138 -0.395 -0.461
H -0.700 5.527 -0.832 0.036 0.117 0.262
H -5.169 0.388 -0.632 -0.054 -0.348 -0.305
H 0.187 2.888 -2.079 -0.054 -0.284 -0.012
H -1.121 -2.933 4.282 -0.126 -0.409 -0.118
H -1.727 -2.294 2.737 0.248 0.148 -0.168
H 2.167 -0.418 2.906 0.064 -0.149 -0.292
H 0.914 -1.687 4.515 0.309 0.101 0.056
H 4.603 -1.479 9.304 -0.145 0.003 -0.101
H -0.211 -0.941 7.694 0.109 -0.002 -0.075
H -0.024 -2.144 -6.829 0.073 -0.009 0.078
H 1.543 -1.407 -3.339 -0.016 -0.009 0.026
H -0.863 -0.599 1.698 0.517 -0.179 0.224
H -1.364 1.014 2.103 -0.082 -0.131 0.209
H -0.138 2.398 -6.097 -0.415 0.097 0.075
H 3.005 1.879 1.567 -0.041 -0.055 -0.254
H 0.983 4.891 -0.936 0.054 0.048 0.332
H 1.752 3.764 -5.961 0.077 -0.003 -0.223
H 1.949 -3.656 -3.338 0.088 -0.202 0.091
H 1.051 -3.591 -4.878 0.233 -0.237 -0.150
H 4.501 -1.269 11.044 -0.210 -0.112 0.060
H 2.402 -1.042 0.845 0.043 0.382 -0.290
H -0.554 -2.248 -1.953 0.269 0.037 0.103
H 1.430 -0.874 -12.359 -0.050 0.050 0.090
H -3.520 1.566 6.688 0.281 0.371 0.114
H 0.362 -1.957 2.896 -0.076 -0.047 -0.263
H -4.769 -0.330 6.270 -0.223 0.003 -0.209
H -0.092 -1.748 -12.026 0.014 0.108 0.029
```
Positions in Å, forces in eV/Å.

## Properties
- HOMO-LUMO gap: 0.3099 hartree
- Total charge: +1
- Molecular weight: 857.92 g/mol
- Relative energy (zero: lowest compared OMol25 entry of this formula, charge and spin): 49.5 kcal per mole
- HOMO energy: -11.354 eV